C25H27FN4O2 in the gas phase, computed with ωB97M-V/def2-TZVPD.

ORCA input file:
```
! wB97M-V def2-TZVPD RIJCOSX def2/J DEFGRID3
* xyz 0 1
C 1.59 -0.71 -4.39
O 2.10 -1.57 -3.40
C 3.33 -2.15 -3.58
C 4.16 -1.83 -4.65
C 5.39 -2.43 -4.81
C 5.82 -3.39 -3.91
C 5.00 -3.72 -2.85
C 3.76 -3.12 -2.65
C 3.01 -3.62 -1.46
O 3.33 -4.64 -0.89
N 1.97 -2.83 -1.05
C 1.13 -3.10 0.01
C 1.12 -4.16 0.90
C 0.04 -3.89 1.75
N -0.56 -2.76 1.42
N 0.10 -2.28 0.36
C -0.29 -1.03 -0.25
C -0.13 0.15 0.71
C -1.23 0.16 1.77
N -2.54 0.22 1.12
C -3.59 0.45 2.09
C -3.63 1.87 2.58
C -3.07 2.89 1.93
C -3.08 4.29 2.34
C -3.54 4.72 3.58
C -3.53 6.06 3.92
C -3.06 6.98 3.01
F -3.05 8.29 3.34
C -2.59 6.59 1.76
C -2.60 5.25 1.44
C -2.75 -0.99 0.35
C -1.73 -1.07 -0.78
H 2.19 0.21 -4.47
H 0.58 -0.45 -4.06
H 1.54 -1.20 -5.36
H 3.84 -1.09 -5.37
H 6.01 -2.16 -5.65
H 6.78 -3.87 -4.03
H 5.30 -4.47 -2.13
H 1.76 -2.02 -1.62
H 1.79 -4.99 0.91
H -0.32 -4.47 2.58
H 0.39 -0.86 -1.10
H 0.84 0.11 1.20
H -0.19 1.08 0.13
H -1.12 1.04 2.40
H -1.15 -0.74 2.39
H -4.55 0.24 1.60
H -3.51 -0.23 2.95
H -4.18 2.01 3.49
H -2.56 2.68 1.00
H -3.90 4.00 4.30
H -3.88 6.39 4.89
H -2.22 7.34 1.07
H -2.24 4.94 0.47
H -3.75 -0.95 -0.09
H -2.67 -1.89 0.98
H -1.87 -0.22 -1.44
H -1.88 -1.99 -1.35
*
```

Values from the calculation:
Orbital gap = 8.62 eV
SMILES = COc1ccccc1C(=O)Nc1ccnn1C1CCN(C/C=C/c2ccc(F)cc2)CC1
Highest occupied orbital energy = -0.302 Eh
ΔE to the lowest compared entry with this formula, charge and spin = 38.7 kcal/mol
E_LUMO = 0.01432 Ha



A molecular structure, C25H27IrN8O6S at a distorted geometry, computed with ωB97M-V/def2-TZVPD.

ORCA input file:
```
! wB97M-V def2-TZVPD RIJCOSX def2/J DEFGRID3
* xyz 2 5
Ir 0.85 0.80 0.37
O 2.74 -4.71 -2.99
C 1.60 -4.02 -3.45
C 1.22 -3.00 -2.43
C 0.17 -2.11 -2.66
C -0.09 -1.11 -1.74
N 0.63 -0.97 -0.62
C 1.62 -1.86 -0.36
C 1.93 -2.88 -1.24
C 2.40 -1.58 0.86
C 3.19 -2.52 1.50
C 3.91 -2.14 2.63
C 4.76 -3.14 3.35
O 4.44 -4.43 2.88
C 3.82 -0.82 3.06
C 3.00 0.05 2.39
N 2.29 -0.32 1.32
H 3.04 -5.32 -3.67
H 0.74 -4.69 -3.60
H 1.78 -3.50 -4.39
H -0.42 -2.17 -3.57
H -0.88 -0.39 -1.90
H 2.74 -3.56 -1.04
H 3.24 -3.53 1.15
H 4.59 -3.04 4.43
H 5.81 -2.90 3.16
H 4.95 -5.09 3.37
H 4.39 -0.48 3.92
H 2.90 1.08 2.70
O 1.27 2.48 1.24
O 0.89 3.62 0.95
O -2.11 1.82 1.03
C -1.65 2.31 0.00
O -0.64 1.89 -0.68
C -2.33 3.60 -0.50
N -1.61 4.20 -1.70
C -2.64 4.54 -2.73
C -3.67 3.45 -2.52
C -3.77 3.39 -0.99
H -2.29 4.29 0.34
H -0.98 3.46 -2.06
H -1.02 4.99 -1.44
H -2.18 4.54 -3.72
H -3.04 5.52 -2.51
H -3.31 2.51 -2.93
H -4.62 3.68 -2.99
H -4.19 2.46 -0.61
H -4.40 4.21 -0.64
C -3.41 1.19 4.24
N -3.14 -0.11 3.61
C -4.01 -1.16 3.55
C -3.38 -2.18 2.89
N -2.15 -1.71 2.55
C -1.99 -0.44 2.99
S -0.62 0.53 2.85
H -4.40 1.16 4.68
H -3.36 1.96 3.48
H -2.66 1.38 5.00
H -5.00 -1.12 3.98
H -3.72 -3.17 2.66
H -1.45 -2.22 2.04
N 2.34 1.25 -1.34
C 2.04 1.17 -2.47
C 1.55 1.08 -3.76
C 0.41 1.89 -3.97
N -0.52 2.57 -3.99
C 2.01 0.09 -4.65
N 2.39 -0.77 -5.31
*
```

Values from the calculation:
Orbital gap (spin up / spin down) = 6.60 / 3.93 eV
Highest occupied orbital energy (spin up / spin down) = -0.448 / -0.459 Eh
ΔE to the lowest compared entry with this formula, charge and spin = 4.3 kcal/mol
E_LUMO (spin up / spin down) = -0.20579 / -0.31471 Ha



A molecular structure, C25H27MoN6O3, computed with ωB97M-V/def2-TZVPD.

ORCA input file:
```
! wB97M-V def2-TZVPD RIJCOSX def2/J DEFGRID3
* xyz 3 1
Mo 0.91 -0.42 -0.41
C 3.18 -2.18 2.80
C 2.25 -2.62 3.75
C 0.93 -2.63 3.41
C 0.51 -2.20 2.15
N 1.40 -1.73 1.24
C 2.73 -1.75 1.58
N -0.81 -2.36 1.87
C -1.40 -2.06 0.79
N -0.86 -1.35 -0.35
C -1.86 -1.45 -1.38
N -1.76 -1.06 -2.58
C -0.63 -0.60 -3.17
C -0.75 -0.24 -4.52
C 0.36 0.09 -5.25
C 1.61 0.05 -4.62
C 1.68 -0.26 -3.29
N 0.57 -0.56 -2.53
C -3.05 -2.07 -0.82
C -4.28 -2.31 -1.40
C -5.23 -2.94 -0.61
C -4.95 -3.32 0.71
C -3.71 -3.07 1.28
C -2.77 -2.44 0.48
H 4.24 -2.20 2.98
H 2.58 -2.97 4.72
H 0.16 -3.00 4.08
H 3.43 -1.44 0.83
H -1.74 -0.28 -4.95
H 0.27 0.35 -6.30
H 2.52 0.24 -5.16
H 2.63 -0.31 -2.80
H -4.49 -2.03 -2.42
H -6.21 -3.15 -1.02
H -5.72 -3.81 1.29
H -3.49 -3.37 2.29
C -0.39 3.39 3.44
N -0.40 2.03 2.83
C -1.16 0.94 3.47
C 0.25 1.82 1.75
O 0.25 0.66 1.18
H -0.99 3.35 4.34
H -0.82 4.11 2.75
H 0.63 3.67 3.71
H -1.63 1.34 4.36
H -0.48 0.13 3.74
H -1.92 0.57 2.79
H 0.80 2.64 1.30
C 2.65 3.57 -0.92
C 1.72 3.59 -2.13
C 0.68 2.55 -1.78
O 1.44 1.54 -0.98
C 2.78 2.10 -0.60
H 2.22 4.12 -0.09
H 3.63 4.00 -1.13
H 2.25 3.30 -3.03
H 1.26 4.56 -2.30
H 0.25 2.02 -2.63
H -0.12 2.93 -1.14
H 3.51 1.58 -1.21
H 2.94 1.86 0.45
O 2.44 -0.88 -0.85
*
```

Values from the calculation:
Orbital gap = 5.61 eV
Highest occupied orbital energy = -0.626 Eh
ΔE to the lowest compared entry with this formula, charge and spin = 0.0 kcal/mol
E_LUMO = -0.42012 Ha



A molecular structure, C25H27N2OS2Tl at a distorted geometry, computed with ωB97M-V/def2-TZVPD.

ORCA input file:
```
! wB97M-V def2-TZVPD RIJCOSX def2/J DEFGRID3
* xyz 0 1
Tl -0.26 0.43 0.81
C 2.37 0.20 2.64
C 2.93 0.46 1.28
C 4.25 0.69 0.96
C 4.30 0.84 -0.43
C 3.00 0.69 -0.88
C 2.56 0.68 -2.30
N 2.15 0.46 0.16
H 3.19 0.13 3.36
H 1.82 -0.74 2.67
H 1.71 1.01 2.97
H 5.07 0.76 1.64
H 5.16 1.02 -1.04
H 3.41 0.84 -2.96
H 1.82 1.46 -2.50
H 2.12 -0.29 -2.54
C -1.54 2.49 -3.61
S -0.83 1.29 -2.38
O -1.86 1.20 -1.32
C -1.08 -0.20 -3.39
C -0.01 -0.69 -4.12
C -0.10 -1.92 -4.74
C -1.28 -2.64 -4.66
C -2.36 -2.14 -3.95
C -2.26 -0.92 -3.31
H -2.55 2.20 -3.88
H -0.90 2.50 -4.49
H -1.53 3.46 -3.14
H 0.90 -0.10 -4.18
H 0.74 -2.32 -5.27
H -1.36 -3.60 -5.15
H -3.28 -2.70 -3.90
H -3.08 -0.51 -2.74
N -0.69 -2.00 -0.11
S -1.34 -3.03 0.88
C -2.63 -3.91 -0.07
C -2.88 -5.27 0.05
C -3.92 -5.84 -0.67
C -4.72 -5.04 -1.48
C -4.49 -3.68 -1.56
C -3.45 -3.11 -0.86
C -0.21 -4.45 1.12
C 0.22 -5.23 0.06
C 1.13 -6.24 0.29
C 1.63 -6.46 1.57
C 1.20 -5.67 2.63
C 0.27 -4.66 2.40
H -0.39 -2.36 -1.01
H -2.26 -5.88 0.69
H -4.10 -6.90 -0.58
H -5.53 -5.49 -2.03
H -5.15 -3.06 -2.16
H -3.25 -2.05 -0.89
H -0.17 -5.05 -0.93
H 1.47 -6.86 -0.53
H 2.34 -7.25 1.74
H 1.59 -5.83 3.62
H -0.08 -4.04 3.22
*
```

Values from the calculation:
Orbital gap = 6.18 eV
Highest occupied orbital energy = -0.216 Eh
E_LUMO = 0.01102 Ha



C25H27N5O4 in the gas phase at a distorted geometry, computed with ωB97M-V/def2-TZVPD.

ORCA input file:
```
! wB97M-V def2-TZVPD RIJCOSX def2/J DEFGRID3
* xyz 0 1
C -7.06 -0.42 0.03
O -6.12 0.60 -0.15
C -5.46 0.97 1.04
C -4.44 2.06 0.71
N -3.47 1.56 -0.23
C -2.20 1.31 0.11
O -1.70 1.57 1.19
C -1.40 0.58 -1.00
C -1.72 -0.87 -0.90
C -1.62 -1.76 0.12
C -2.16 -2.98 -0.36
C -2.55 -2.73 -1.64
O -2.30 -1.46 -1.97
N 0.02 0.89 -0.83
C 0.32 2.20 -1.01
O -0.50 3.00 -1.41
C 1.75 2.65 -0.70
N 2.79 1.74 -1.06
N 2.92 1.27 -2.30
N 3.90 0.46 -2.38
C 4.48 0.36 -1.15
C 5.57 -0.38 -0.70
C 5.91 -0.24 0.63
C 5.21 0.61 1.49
C 4.12 1.34 1.06
C 3.76 1.20 -0.27
C 0.88 -0.07 -0.23
C 1.13 0.02 1.13
C 1.96 -0.90 1.76
C 2.23 -0.82 3.23
C 2.53 -1.91 0.99
C 2.26 -2.00 -0.36
C 1.42 -1.10 -1.00
C 1.13 -1.23 -2.46
H -7.50 -0.61 -0.94
H -6.58 -1.34 0.40
H -7.84 -0.12 0.74
H -4.94 0.10 1.47
H -6.18 1.34 1.78
H -3.91 2.37 1.61
H -4.96 2.91 0.26
H -3.83 1.26 -1.12
H -1.71 0.96 -1.98
H -1.21 -1.57 1.09
H -2.23 -3.90 0.17
H -3.01 -3.35 -2.38
H 1.89 3.60 -1.24
H 1.81 2.85 0.37
H 6.12 -1.03 -1.37
H 6.75 -0.80 1.02
H 5.53 0.69 2.52
H 3.58 1.99 1.74
H 0.65 0.80 1.69
H 1.91 -1.73 3.72
H 3.30 -0.70 3.40
H 1.71 0.02 3.68
H 3.18 -2.63 1.45
H 2.70 -2.80 -0.94
H 2.02 -1.55 -3.00
H 0.80 -0.29 -2.89
H 0.35 -1.98 -2.62
*
```

Values from the calculation:
Orbital gap = 9.12 eV
SMILES = COCCNC(=O)[C@H](c1ccco1)N(C(=O)Cn1nnc2ccccc21)c1cc(C)ccc1C
Highest occupied orbital energy = -0.312 Eh
ΔE to the lowest compared entry with this formula, charge and spin = 54.7 kcal/mol
E_LUMO = 0.02302 Ha



C25H27NO4S in the gas phase, computed with ωB97M-V/def2-TZVPD.

ORCA input file:
```
! wB97M-V def2-TZVPD RIJCOSX def2/J DEFGRID3
* xyz 0 1
C -0.15 2.27 3.29
C -0.66 2.22 1.87
O -0.81 0.85 1.50
C -1.38 0.63 0.26
O -0.60 1.17 -0.79
C 0.51 0.42 -1.14
C 1.49 1.13 -2.01
O 2.51 0.58 -2.39
N 1.11 2.40 -2.31
C 1.76 3.36 -3.08
C 2.98 3.13 -3.70
C 3.57 4.14 -4.45
C 2.95 5.37 -4.60
C 1.73 5.59 -3.98
C 1.14 4.60 -3.23
C 0.71 -0.84 -0.76
C -0.25 -1.59 0.11
C 0.29 -1.75 1.51
C 1.35 -1.07 2.01
S 1.70 -1.43 3.66
C 0.37 -2.55 3.72
C -0.02 -3.32 4.81
C -1.09 -4.18 4.66
C -1.75 -4.28 3.43
C -1.36 -3.52 2.35
C -0.29 -2.63 2.48
C -1.61 -0.88 0.10
C -2.40 -1.16 -1.19
C -3.03 -2.55 -1.22
C -3.89 -2.73 -2.46
O -4.98 -1.83 -2.39
H -0.03 3.30 3.61
H -0.85 1.77 3.96
H 0.81 1.76 3.36
H 0.05 2.71 1.19
H -1.63 2.72 1.78
H -2.34 1.18 0.17
H 0.22 2.68 -1.91
H 3.46 2.17 -3.59
H 4.52 3.95 -4.93
H 3.41 6.14 -5.18
H 1.24 6.55 -4.08
H 0.18 4.78 -2.74
H 1.62 -1.33 -1.08
H -0.38 -2.60 -0.30
H 1.96 -0.35 1.50
H 0.51 -3.24 5.75
H -1.41 -4.78 5.49
H -2.58 -4.96 3.33
H -1.88 -3.60 1.41
H -2.20 -1.19 0.97
H -1.73 -1.04 -2.05
H -3.20 -0.43 -1.28
H -2.26 -3.33 -1.21
H -3.66 -2.67 -0.34
H -4.26 -3.77 -2.50
H -3.29 -2.53 -3.36
H -5.53 -1.94 -3.17
*
```

Values from the calculation:
Orbital gap = 8.68 eV
SMILES = CCO[C@H]1OC(C(=O)Nc2ccccc2)=C[C@@H](c2csc3ccccc23)[C@@H]1CCCO
Highest occupied orbital energy = -0.296 Eh
ΔE to the lowest compared entry with this formula, charge and spin = 0.0 kcal/mol
E_LUMO = 0.02340 Ha